Entry 1:
{
  "formula": "C27H22N3PSe3Ta",
  "method": "ωB97M-V with the def2-TZVPD basis set",
  "species": ["Ta", "Se", "P", "Se", "C", "C", "C", "C", "C", "C", "C", "C", "C", "C", "C", "C", "H", "H", "H", "H", "H", "H", "H", "H", "H", "H", "C", "N", "C", "Se", "N", "C", "C", "C", "C", "C", "C", "H", "H", "H", "H", "H", "H", "H", "H", "N", "C", "C", "C", "C", "C", "C", "C", "H", "H", "H", "H"],
  "xyz": [[-0.919, 0.082, -0.454], [-1.908, 1.821, 1.137], [-1.783, 0.221, 2.725], [-0.196, -1.059, 1.828], [-1.345, 0.812, 4.329], [-2.293, 1.602, 4.993], [-2.017, 2.028, 6.277], [-0.819, 1.667, 6.890], [0.108, 0.870, 6.231], [-0.143, 0.444, 4.937], [-3.321, -0.669, 2.781], [-3.345, -1.776, 3.639], [-4.520, -2.489, 3.781], [-5.660, -2.099, 3.081], [-5.633, -0.998, 2.237], [-4.460, -0.273, 2.078], [-3.230, 1.870, 4.518], [-2.738, 2.636, 6.807], [-0.607, 2.016, 7.892], [1.026, 0.580, 6.723], [0.580, -0.172, 4.418], [-2.458, -2.069, 4.191], [-4.552, -3.346, 4.441], [-6.578, -2.660, 3.198], [-6.526, -0.698, 1.707], [-4.450, 0.602, 1.440], [4.705, -1.744, -1.128], [3.781, -1.698, -2.266], [2.520, -1.273, -2.287], [1.636, -0.663, -0.727], [2.029, -1.419, -3.523], [3.005, -1.967, -4.350], [3.004, -2.305, -5.701], [4.175, -2.836, -6.192], [5.306, -3.026, -5.373], [5.303, -2.694, -4.037], [4.120, -2.151, -3.542], [4.256, -1.281, -0.257], [5.617, -1.211, -1.388], [4.950, -2.780, -0.903], [1.108, -1.148, -3.824], [2.135, -2.156, -6.328], [4.230, -3.114, -7.235], [6.203, -3.442, -5.812], [6.175, -2.847, -3.417], [-0.578, 6.219, -4.680], [-0.560, 5.264, -4.042], [-0.539, 4.068, -3.250], [-1.435, 3.040, -3.549], [-1.441, 1.901, -2.765], [-0.538, 1.787, -1.691], [0.379, 2.821, -1.411], [0.376, 3.955, -2.186], [-2.119, 3.141, -4.382], [-2.157, 1.114, -3.005], [1.080, 2.737, -0.592], [1.065, 4.764, -1.983]],
  "total_energy_ev": -239677.7440,
  "largest_force_ev_per_a": 2.1,
  "gap_ev": [4.7, 4.7],
  "e_homo_ev": [-16.6, -16.6],
  "lumo_energy_ha": [-0.436, -0.436],
  "charge": 3,
  "de_lowest_kcal_mol": 56.4
}


Entry 2:
{
  "formula": "C7H12ClIN3",
  "method": "ωB97M-V with the def2-TZVPD basis set",
  "species": ["C", "C", "C", "C", "C", "C", "C", "N", "N", "N", "Cl", "I", "H", "H", "H", "H", "H", "H", "H", "H", "H", "H", "H", "H"],
  "xyz": [[-1.540, 1.382, -2.812], [-2.589, 0.714, -0.703], [-0.182, 1.757, -2.331], [-0.282, 0.616, -0.086], [2.183, -2.152, 1.200], [0.941, -1.679, 1.946], [0.820, -0.153, 1.972], [-2.582, 1.114, -1.883], [-1.545, 0.432, 0.204], [0.772, 0.411, 0.619], [-1.364, -0.110, -3.816], [0.253, 3.699, -1.789], [-1.937, 2.160, -3.483], [-3.567, 0.541, -0.271], [0.661, 1.134, -2.587], [3.080, -1.703, 1.618], [2.277, -3.230, 1.291], [2.124, -1.912, 0.140], [0.986, -2.020, 2.982], [0.050, -2.116, 1.491], [-0.076, 0.154, 2.514], [1.690, 0.279, 2.469], [-1.844, 0.080, 1.114], [1.673, 0.604, 0.201]],
  "total_energy_ev": -32537.4141,
  "largest_force_ev_per_a": 3.9,
  "gap_ev": [8.0, 8.0],
  "e_homo_ev": [-13.2, -13.2],
  "lumo_energy_ha": [-0.192, -0.192],
  "charge": 1,
  "de_lowest_kcal_mol": 46.7
}


Question: charge of number 2 (C7H12ClIN3)?
Answer: +1